12
Properties=species:S:1:pos:R:3:forces:R:3 method="wB97M-V/def2-TZVPD" relative_energy_kcal_mol=110.9 total_charge=0 lumo_energy_ha=0.0238
O 0.530099 -0.348249 2.022574 0.0 0.1 0.2
O -0.329882 0.405404 -1.353841 -0.2 0.3 -0.3
C -0.235804 -0.497685 0.840006 -0.1 0.0 -0.2
C 1.117238 -1.043554 0.931849 0.2 -0.2 -0.1
C -0.995747 1.140836 -2.195046 0.2 -0.3 0.0
C -0.447712 0.758646 0.042332 0.1 0.1 0.2
H 1.933359 -0.527976 0.423406 -0.2 -0.1 0.1
H -1.416126 1.238583 0.204162 0.1 -0.1 -0.1
H -0.679884 0.696355 -3.172021 -0.1 0.1 0.1
H 0.354442 1.466563 0.262768 -0.1 -0.1 0.0
H 1.254974 -2.112163 1.081681 0.0 0.1 0.0
H -1.084958 -1.176759 0.912128 0.1 0.1 0.1